DFT (the ωB97M-V functional and the def2-TZVPD basis) results for a molecular structure, C33H24N2OPS7SbSeV in a non-equilibrium geometry.

ORCA input file:
```
! RIJCOSX wB97M-V def2-TZVPD def2/J DEFGRID3
* xyz -2 2
V 0.9437 -1.5689 2.3737
O 5.5817 -4.7608 -1.7262
C 4.7727 -4.2013 -1.0106
S 3.0427 -4.1265 -1.3429
C 2.5861 -3.1865 0.0613
C 3.5628 -2.8517 0.9081
S 3.3754 -1.8765 2.3667
S 5.1799 -3.3926 0.4966
S 0.9069 -2.6653 0.1788
S -3.1027 -3.7145 4.2832
Sb -1.6863 -3.3965 2.4949
S 0.6222 -3.5327 3.4375
S -1.2632 -0.9430 2.5288
C -1.4136 2.8857 -1.7756
C -0.1092 2.6812 -2.2027
C 0.7612 1.9034 -1.4445
C 0.3462 1.3053 -0.2540
C -0.9662 1.5318 0.1688
C -1.8341 2.3127 -0.5826
P 1.4994 0.3458 0.8540
C 2.9774 0.1882 -0.2349
C 4.2357 0.6032 0.1935
C 5.3613 0.3897 -0.5944
C 5.2452 -0.2538 -1.8187
C 3.9972 -0.6802 -2.2536
C 2.8738 -0.4609 -1.4649
C 1.9796 1.6748 2.0258
C 2.3470 2.9470 1.6915
C 2.6434 3.8903 2.7014
C 2.5542 3.5315 4.0175
C 2.1668 2.2211 4.3963
C 2.0686 1.8312 5.7561
C 1.6926 0.5580 6.0585
C 1.3895 -0.3872 5.0442
C 1.4555 -0.0740 3.7022
C 1.8678 1.2705 3.3866
H -2.0949 3.4895 -2.3658
H 0.2393 3.1269 -3.1282
H 1.7727 1.7579 -1.7992
H -1.3179 1.0651 1.0775
H -2.8511 2.4595 -0.2347
H 4.3417 1.0738 1.1617
H 6.3336 0.7043 -0.2335
H 6.1263 -0.4460 -2.4211
H 3.8955 -1.2098 -3.1939
H 1.9083 -0.8205 -1.7989
H 2.4110 3.2377 0.6476
H 2.9332 4.8993 2.4305
H 2.7751 4.2541 4.7975
H 2.2926 2.5522 6.5361
H 1.6113 0.2536 7.0968
H 1.0734 -1.3771 5.3399
C -3.2019 -0.1236 -4.4946
N -3.8958 -0.6775 -3.3531
C -3.2680 -1.1847 -2.2368
Se -1.5210 -1.3750 -1.8597
N -4.2884 -1.5231 -1.3867
C -5.5292 -1.2494 -1.9357
C -6.8158 -1.4159 -1.4717
C -7.8561 -1.0262 -2.3110
C -7.6039 -0.4874 -3.5736
C -6.3003 -0.3214 -4.0356
C -5.2757 -0.7092 -3.1989
H -2.1390 -0.1300 -4.2597
H -3.5336 0.9011 -4.6710
H -3.3831 -0.7261 -5.3868
H -4.0834 -1.8939 -0.4713
H -7.0073 -1.8349 -0.4917
H -8.8783 -1.1429 -1.9746
H -8.4332 -0.1928 -4.2044
H -6.0974 0.0935 -5.0156
*
```

E_HOMO (spin up / spin down) = -1.349 / -1.376 eV
⟨S²⟩ = 0.78
F_max = 1.6 eV/Å
E = -222352.0114 eV
molar mass = 971.675 g/mol
LUMO (spin up / spin down) = 3.57 / 3.57 eV
frontier orbital gap (spin up / spin down) = 4.915 / 4.942 eV

Mulliken population analysis, charges in e, atoms 1 to 4: V -0.399; O -0.695; C 0.649; S -0.114

DFT (the ωB97M-V functional and the def2-TZVPD basis) results for a molecular structure, C33H25AsCl5N2O7Rb in a non-equilibrium geometry.

ORCA input file:
```
! RIJCOSX wB97M-V def2-TZVPD def2/J DEFGRID3
* xyz -2 1
Rb -1.9551 0.0196 0.0887
O 0.2502 -3.6123 -0.7734
C -0.8295 -3.0008 -0.7880
O -1.4495 -2.5159 0.2122
C -1.4961 -2.7967 -2.1739
C -3.0124 -2.6091 -2.0848
C -3.6529 -2.6196 -3.4858
C -3.3088 -1.1909 -4.0018
C -2.4345 -0.6777 -2.8518
O -3.1440 -1.2287 -1.7173
C -1.0917 -1.4484 -2.8963
C 0.1584 -0.7453 -2.3145
O 1.2228 -0.9905 -2.8949
O -0.0249 0.0137 -1.3069
H -1.2231 -3.6585 -2.7808
H -3.4972 -3.2349 -1.3414
H -4.7320 -2.7585 -3.4121
H -3.2475 -3.4176 -4.1109
H -4.2043 -0.5784 -4.1029
H -2.7742 -1.1928 -4.9520
H -2.3633 0.4062 -2.7490
H -0.8042 -1.6499 -3.9267
Cl -3.6681 7.9372 0.5102
C -3.6192 6.2830 -0.0250
C -3.1312 5.2712 0.8069
Cl -2.5660 5.6809 2.4008
C -3.0905 3.9598 0.3817
Cl -2.5199 2.6821 1.4109
C -3.5211 3.5383 -0.9252
O -3.4703 2.3550 -1.3164
C -4.0245 4.6172 -1.7366
Cl -4.5789 4.1656 -3.3177
C -4.0677 5.9267 -1.2999
Cl -4.6900 7.1663 -2.3528
N -1.2651 -1.4111 3.0625
C -2.6179 -1.5556 2.8312
N -3.0078 -2.8282 2.4641
O -3.4082 -0.6325 2.9823
H -0.6550 -2.0111 2.5204
H -0.9684 -0.4507 3.1056
H -2.3755 -3.2077 1.7553
H -3.9533 -2.7849 2.1126
C 4.0533 -2.1880 4.7502
C 3.0015 -1.2818 4.8152
C 2.2995 -0.9445 3.6643
C 2.6306 -1.4884 2.4233
C 3.6811 -2.4020 2.3763
C 4.3870 -2.7481 3.5240
As 1.5193 -1.0437 0.8062
C 3.0517 -0.9881 -0.3924
C 3.5321 -2.0664 -1.1165
C 4.6488 -1.8955 -1.9228
C 5.2575 -0.6459 -2.0140
C 4.7486 0.4387 -1.3106
C 3.6350 0.2725 -0.4928
C 2.9509 1.3332 0.2902
C 3.2801 2.6824 0.2959
C 2.5168 3.5828 1.0309
C 1.4210 3.1422 1.7618
C 1.0956 1.7900 1.7610
C 1.8561 0.8856 1.0390
H 4.6049 -2.4526 5.6449
H 2.7247 -0.8324 5.7621
H 1.4919 -0.2241 3.7441
H 3.9665 -2.8439 1.4291
H 5.2050 -3.4565 3.4553
H 2.9989 -3.0099 -1.0879
H 5.0252 -2.7276 -2.5058
H 6.1194 -0.5127 -2.6577
H 5.2127 1.4134 -1.4142
H 4.1158 3.0442 -0.2926
H 2.7629 4.6373 1.0137
H 0.8005 3.8461 2.3022
H 0.2174 1.4693 2.3114
*
```

E_HOMO = -2.783 eV
F_max = 2.4 eV/Å
E = -176051.2492 eV
molar mass = 899.225 g/mol
LUMO = 3.89 eV
frontier orbital gap = 6.672 eV

Mulliken population analysis, charges in e, atoms 1 to 4: Rb 1.232; O -0.804; C -0.397; O -0.538

DFT (the ωB97M-V functional and the def2-TZVPD basis) results for a molecular structure, C33H25BrN3O2PPd in a non-equilibrium geometry.

ORCA input file:
```
! RIJCOSX wB97M-V def2-TZVPD def2/J DEFGRID3
* xyz 2 5
Pd -1.1516 -0.5373 -0.9152
Br -6.6902 2.7265 5.7031
C -5.2712 3.5484 4.7619
C -5.2402 3.4954 3.3696
C -4.1917 4.1077 2.6773
C -3.1615 4.7537 3.3711
C -3.2160 4.8104 4.7704
C -4.2651 4.2062 5.4677
N -2.1089 5.3842 2.6725
N -0.9991 4.7861 2.6899
C -1.0103 3.4452 2.2177
C -0.9278 2.4133 3.1465
C -0.9778 1.0900 2.7192
C -1.0815 0.7251 1.3623
O -1.1516 -0.5031 1.0213
C -1.0982 1.7744 0.4252
N -1.1516 1.4459 -0.8810
C -1.1690 2.4220 -1.8066
C -1.1358 3.7657 -1.5066
C -1.0812 4.1210 -0.1667
C -1.0623 3.1315 0.8398
H -6.0107 2.9695 2.8124
H -4.1555 4.0493 1.5918
H -2.4244 5.3191 5.3141
H -4.2821 4.2474 6.5527
H -0.8549 2.6288 4.2062
H -0.9433 0.2945 3.4633
H -1.2108 2.0704 -2.8317
H -1.1494 4.5126 -2.2890
H -1.0484 5.1739 0.0983
O 0.7626 -0.5373 -0.9152
P 1.5383 -1.7586 -1.3822
C 3.3160 -1.4692 -1.2771
C 3.8090 -0.1911 -1.5848
C 5.1769 0.0772 -1.5328
C 6.0693 -0.9289 -1.1704
C 5.5948 -2.2015 -0.8582
C 4.2258 -2.4717 -0.9108
C 1.1452 -3.1964 -0.3657
C 1.0508 -4.4928 -0.8924
C 0.7580 -5.5758 -0.0609
C 0.5565 -5.3762 1.3035
C 0.6441 -4.0936 1.8397
C 0.9355 -3.0107 1.0101
C 1.1364 -2.1582 -3.0950
C 2.0898 -2.6396 -4.0040
C 1.7251 -2.9485 -5.3161
C 0.4064 -2.7801 -5.7340
C -0.5502 -2.2998 -4.8428
C -0.1871 -1.9899 -3.5322
H 3.1148 0.6016 -1.8613
H 5.5441 1.0724 -1.7705
H 7.1350 -0.7194 -1.1257
H 6.2921 -2.9840 -0.5692
H 3.8813 -3.4717 -0.6597
H 1.2007 -4.6751 -1.9535
H 0.6828 -6.5767 -0.4789
H 0.3255 -6.2199 1.9487
H 0.4811 -3.9345 2.9026
H 0.9952 -2.0087 1.4334
H 3.1256 -2.7771 -3.7042
H 2.4721 -3.3173 -6.0149
H 0.1250 -3.0180 -6.7567
H -1.5782 -2.1615 -5.1683
H -0.9377 -1.6071 -2.8415
H -2.8434 -0.5373 -0.9152
*
```

E_HOMO (spin up / spin down) = -13.414 / -13.403 eV
⟨S²⟩ = 6.05
F_max = 5.7 eV/Å
E = -125982.8794 eV
molar mass = 712.880 g/mol
LUMO (spin up / spin down) = -7.75 / -8.97 eV
frontier orbital gap (spin up / spin down) = 5.665 / 4.430 eV

Mulliken population analysis, charges in e, atoms 1 to 4: Pd 0.095; Br -0.108; C 0.056; C -0.603

Q: Which value of F_max does entry 2 give?
A: 2.4 eV/Å

Q: E of number 2 (C33H25AsCl5N2O7Rb)?
A: -176051.2492 eV

Q: Among the records above, which one has the lowest F_max?
A: C33H24N2OPS7SbSeV

Q: molar mass of number 3 (C33H25BrN3O2PPd)?
A: 712.880 g/mol